(1)
Molecular formula: C28H68O13
Method: DFT, ωB97M-V/def2-TZVPD

Structure (XYZ):
```
109
C28H68O13 | the OMol25 dataset | ωB97M-V/def2-TZVPD
C -2.9558 0.8783 -2.6722
C -1.7625 0.6830 -3.6015
C -1.0004 1.9750 -3.3238
O -1.9913 2.9811 -3.2335
C -3.2150 2.3757 -2.8378
H -2.5891 0.7127 -1.6571
H -3.8607 0.3046 -2.8416
H -2.0306 0.6460 -4.6635
H -1.2548 -0.2623 -3.3938
H -0.2638 2.2382 -4.0837
H -0.4617 1.8579 -2.3680
H -3.9616 2.5419 -3.6286
H -3.6563 2.8464 -1.9551
C 6.8359 0.9383 -1.7502
C 6.3039 1.0413 -0.3027
C 5.2213 -0.0271 -0.1945
O 4.8783 -0.3558 -1.5541
C 6.0185 -0.1983 -2.3833
H 7.9148 0.7908 -1.7550
H 6.6626 1.8823 -2.2659
H 5.9336 2.0504 -0.1164
H 7.1121 0.9417 0.4240
H 4.3346 0.3358 0.3177
H 5.6133 -0.9581 0.2250
H 5.6739 0.0924 -3.3717
H 6.6022 -1.1227 -2.3961
C -3.9468 4.7321 0.5368
C -3.7617 6.1533 0.0450
C -2.4537 6.0524 -0.7814
O -1.9062 4.7622 -0.5777
C -2.5337 4.2005 0.5931
H -4.5304 4.1191 -0.1550
H -4.4828 4.6534 1.4855
H -3.7093 6.9031 0.8300
H -4.5695 6.4471 -0.6321
H -1.7806 6.8061 -0.3359
H -2.5218 6.3086 -1.8372
H -1.9837 4.5688 1.4602
H -2.4425 3.1277 0.4393
C 0.6936 0.8612 0.8688
C 0.0096 1.5141 2.0485
C -0.6074 0.2980 2.6978
O -1.2043 -0.3637 1.5803
C -0.2513 -0.3033 0.5147
H 1.6528 0.4168 1.1499
H 0.8811 1.4761 -0.0105
H -0.7700 2.2341 1.7865
H 0.7192 2.1369 2.6050
H -1.3701 0.4335 3.4672
H 0.1402 -0.3413 3.1915
H -0.7811 -0.1908 -0.4344
H 0.2968 -1.2414 0.3610
C -1.7555 -4.7169 2.7305
C -2.5978 -3.5286 3.1983
C -1.6443 -2.8838 4.1883
O -0.3496 -3.0077 3.6266
C -0.3248 -4.1631 2.8013
H -2.0633 -5.0220 1.7341
H -1.8381 -5.5699 3.4055
H -3.5623 -3.7653 3.6408
H -2.7489 -2.8015 2.3969
H -1.7235 -3.3942 5.1640
H -1.8073 -1.8293 4.4185
H 0.3897 -4.8902 3.2051
H 0.0527 -3.9395 1.7954
C 3.5923 -4.3378 0.5649
C 3.1041 -5.5005 -0.2933
C 1.5982 -5.1985 -0.4145
O 1.5258 -3.7775 -0.4645
C 2.6734 -3.1703 0.1414
H 4.6383 -4.0923 0.3766
H 3.5105 -4.5981 1.6214
H 3.2259 -6.4265 0.2730
H 3.5901 -5.5679 -1.2636
H 1.0606 -5.5878 0.4576
H 1.1795 -5.6199 -1.3271
H 2.3726 -2.5368 0.9729
H 3.1771 -2.6574 -0.6822
C -3.0060 -4.1993 -2.5362
C -2.1281 -4.1955 -1.2739
C -1.9976 -2.7016 -0.9111
O -3.0573 -2.0253 -1.5621
C -3.4521 -2.7428 -2.7176
H -3.8460 -4.8929 -2.5531
H -2.4148 -4.5198 -3.4006
H -1.1357 -4.5917 -1.4912
H -2.5723 -4.8299 -0.5088
H -1.0305 -2.3605 -1.2937
H -2.0849 -2.5743 0.1656
H -3.0469 -2.2832 -3.6284
H -4.5384 -2.6584 -2.8046
O 0.9344 5.0404 0.6440
H 0.7663 4.9352 -0.2961
H 1.3814 4.2282 0.8919
O 2.4891 0.9119 -1.9316
H 3.2645 0.3648 -1.6877
H 2.2169 0.5777 -2.7922
O -1.8414 3.6948 3.8642
H -1.5872 4.4920 4.3390
H -1.0124 3.2306 3.7129
O 2.0338 4.2720 3.6260
H 2.7995 4.5676 4.1279
H 2.3935 3.6514 2.9852
O -3.7945 0.6704 1.2178
H -3.0215 0.0842 1.3016
H -4.0348 0.8973 2.1207
O 2.5741 3.6540 -1.4726
H 1.9822 4.1624 -2.0356
H 2.6037 2.7689 -1.8807
```

=====

(2)
Molecular formula: C28H68O26Tl
Method: DFT, ωB97M-V/def2-TZVPD

Calculated values
**Energy relative to the best compared isomer or geometry (same formula, charge and spin)**: 43.20 kcal/mol
**Charge**: +1

Structure (XYZ):
```
123
C28H68O26Tl | the OMol25 dataset | ωB97M-V/def2-TZVPD
Tl 22.0673 -20.0045 -24.0615
C 20.2957 -15.6219 -25.5782
C 20.1899 -16.9323 -24.9254
C 19.8030 -16.9053 -23.4367
O 20.0306 -17.9270 -22.8218
C 19.2880 -15.6591 -22.8340
C 19.5464 -14.4424 -23.4801
C 20.0199 -14.4361 -24.9189
O 19.9990 -13.4225 -25.6209
O 19.2322 -13.3734 -22.9433
O 20.5865 -17.9479 -25.4383
H 20.6421 -15.6988 -26.6052
H 18.7831 -15.7958 -21.8876
C 23.6410 -15.7939 -26.9109
C 24.2160 -14.3946 -26.7171
O 23.2423 -13.4562 -26.3090
O 22.7381 -15.7193 -28.0141
H 23.2042 -16.1744 -25.9748
H 24.4530 -16.5196 -27.0418
H 24.7625 -14.0494 -27.5935
H 24.9877 -14.4521 -25.9366
H 23.4416 -13.1439 -25.4173
H 22.9034 -16.5064 -28.5452
C 15.1894 -19.5119 -21.7728
C 16.5425 -18.9259 -21.2865
O 17.3069 -18.5586 -22.4283
O 14.1855 -19.3635 -20.7893
H 15.3477 -20.5806 -21.9210
H 14.9355 -18.9677 -22.6875
H 16.9582 -19.7782 -20.7425
H 16.4578 -18.0823 -20.5993
H 18.2299 -18.3964 -22.1869
H 13.4942 -18.7989 -21.1408
C 19.4503 -22.8628 -24.4069
C 18.6002 -21.6332 -24.0023
O 19.2124 -20.4314 -24.4538
O 20.8670 -22.6669 -24.5296
H 19.0656 -23.1334 -25.3932
H 19.3561 -23.6413 -23.6463
H 18.4494 -21.5996 -22.9216
H 17.6714 -21.8657 -24.5222
H 18.4981 -19.9452 -24.9025
H 21.2982 -23.5067 -24.6998
C 18.3415 -9.3583 -23.1460
C 17.6419 -9.6982 -21.8501
O 16.5729 -8.8517 -21.4928
O 19.3397 -10.3317 -23.4235
H 18.9653 -8.4626 -23.1248
H 17.6187 -9.2639 -23.9659
H 18.4264 -9.6152 -21.0843
H 17.3869 -10.7690 -21.8711
H 16.4572 -8.9305 -20.5431
H 19.0159 -11.2364 -23.3288
C 21.6620 -19.6554 -27.8422
C 23.1543 -19.4004 -27.8026
O 23.4967 -18.8188 -26.5422
O 21.2562 -20.6051 -26.8857
H 21.4362 -19.9687 -28.8652
H 21.2017 -18.6701 -27.7350
H 23.5208 -18.6853 -28.5436
H 23.6193 -20.3877 -27.9261
H 24.4453 -18.7718 -26.4026
H 21.2041 -21.4579 -27.3262
C 20.6067 -12.2755 -20.3046
C 21.9570 -12.6653 -20.9448
O 22.6895 -13.4647 -19.9839
O 19.7586 -13.4032 -20.1134
H 20.0798 -11.7515 -21.1132
H 20.7495 -11.6515 -19.4260
H 22.4917 -11.7525 -21.2130
H 21.8965 -13.2969 -21.8309
H 22.2970 -13.2418 -19.1354
H 19.3768 -13.5546 -20.9855
C 22.2708 -10.4852 -25.1787
C 22.4478 -11.3520 -23.9295
O 23.7372 -11.9708 -23.8796
O 21.1401 -10.9394 -25.9106
H 23.1448 -10.5125 -25.8306
H 22.1413 -9.4265 -24.9209
H 21.6930 -12.1077 -23.7168
H 22.2805 -10.6514 -23.0989
H 24.3752 -11.3342 -23.5479
H 20.4171 -10.6539 -25.3332
C 15.5127 -14.1068 -21.3286
C 15.5411 -15.3824 -22.1530
O 14.4101 -15.4855 -23.0281
O 14.4309 -14.1824 -20.3916
H 15.2925 -13.2483 -21.9487
H 16.4731 -14.0597 -20.8060
H 15.7151 -16.3555 -21.6757
H 16.3962 -15.3675 -22.8498
H 13.6913 -15.7391 -22.4345
H 14.4228 -15.0373 -19.9497
C 15.3529 -13.0432 -25.2366
C 16.1180 -11.8697 -24.6320
O 17.5028 -11.9846 -24.9045
O 15.5503 -13.0790 -26.6678
H 14.2873 -12.9551 -25.0204
H 15.7592 -13.9864 -24.8694
H 15.9729 -11.8962 -23.5437
H 15.7448 -10.8879 -24.9121
H 17.8811 -12.7877 -24.5506
H 14.7579 -12.6559 -27.0149
C 17.1170 -17.4582 -25.8582
C 15.7048 -16.8888 -25.9490
O 14.8341 -17.7337 -26.6710
O 16.9825 -18.7592 -25.2856
H 17.8020 -16.7951 -25.3055
H 17.6707 -17.3872 -26.8017
H 15.6888 -15.8406 -26.2436
H 15.3480 -16.9117 -24.9107
H 15.0460 -18.6264 -26.3728
H 16.9256 -18.6381 -24.3225
C 20.3981 -21.0197 -20.2096
C 21.1166 -21.8137 -19.1555
O 22.0517 -22.7335 -19.7235
O 21.2169 -20.1523 -21.0008
H 19.5995 -20.4143 -19.7716
H 19.9013 -21.6058 -20.9863
H 20.4119 -22.3253 -18.4975
H 21.7401 -21.1697 -18.5264
H 22.1744 -23.5066 -19.1692
H 21.5989 -19.4590 -20.4501
```

=====

HOMO-LUMO gap per entry: 8.91 3.83 eV